92
Properties=species:S:1:pos:R:3:mulliken_charge:R:1 method="wB97M-V/def2-TZVPD" charge=+2 e_tot_ev=-88872.008 lumo_ev="-8.202 / -8.203"
Os 0.602 -0.117 -0.005 3.15
Te -1.926 -0.982 -0.205 0.80
S 4.657 -0.581 1.707 -0.17
P 0.719 2.242 0.070 0.61
O 0.954 -2.194 -0.177 -0.33
O -0.256 -8.075 0.097 -0.49
O 2.030 -8.370 0.146 -0.47
O -1.067 -3.077 -0.644 -0.86
N 0.724 -0.301 2.161 -0.07
C 3.595 3.801 -3.143 -0.72
C -4.008 -0.690 -0.007 0.89
C -2.937 4.920 -0.851 -0.92
C -1.728 -1.727 -4.525 -0.67
C 1.981 2.208 -2.363 -0.69
C -1.960 -0.837 -2.316 0.77
C 2.972 -0.339 1.545 0.03
C -6.172 -1.654 -0.322 -0.70
C 4.880 -0.320 0.026 -0.75
C 2.153 3.691 4.194 -0.80
C -3.131 3.600 -0.476 0.06
C 2.003 -0.371 2.594 1.19
C 2.726 3.979 -0.905 -0.52
C 1.936 2.854 -1.126 0.98
C 1.751 -7.056 0.047 0.91
C -0.555 4.629 -0.647 -0.78
C 2.593 -0.067 0.263 0.25
C 0.710 -4.540 -0.150 0.00
C -0.740 3.295 -0.280 0.04
C 2.631 2.731 2.041 -0.41
C -0.051 -0.328 4.409 -1.11
C 2.634 -6.006 -0.019 -1.05
C 1.283 2.848 1.688 0.33
C -2.033 2.802 -0.180 0.97
C 0.378 3.391 2.597 -0.81
C -4.798 -1.743 -0.468 -0.57
C 3.061 3.150 3.291 -1.01
C -0.273 -0.288 3.053 -0.03
C 3.713 -0.055 -0.621 -1.12
C 2.811 2.677 -3.368 -0.67
C 0.178 -3.188 -0.323 0.79
C 3.554 4.448 -1.916 -0.81
C -2.084 0.451 -2.834 -0.32
C 2.294 -0.422 3.953 -1.28
C -4.546 0.419 0.628 -0.55
C 2.086 -4.730 -0.122 -0.68
C -1.793 -1.935 -3.153 -0.69
C 0.369 -6.870 0.016 0.72
C -6.735 -0.519 0.252 -0.61
C -1.649 5.435 -0.924 -0.78
C 0.775 -9.067 0.125 -0.24
C 1.262 -0.391 4.865 -0.63
C -1.832 -0.448 -5.052 -0.66
C 0.817 3.817 3.845 -0.70
C -0.187 -5.631 -0.084 -0.90
C -5.929 0.515 0.710 -0.74
C -2.026 0.638 -4.207 -0.74
H 0.440 5.047 -0.707 0.44
H 3.343 2.334 1.328 0.56
H 1.351 1.337 -2.532 0.25
H -1.257 -5.487 -0.115 0.50
H -3.927 1.208 1.036 0.66
H 2.844 2.174 -4.326 0.49
H -1.711 -2.932 -2.751 0.63
H -4.350 -2.611 -0.936 0.37
H -6.372 1.404 1.138 0.45
H -1.493 6.473 -1.190 0.47
H -7.811 -0.445 0.350 0.42
H 2.732 -3.866 -0.197 0.55
H -2.172 1.778 0.131 -0.52
H 4.240 4.174 -3.928 0.43
H -3.788 5.553 -1.068 0.42
H 0.717 -9.687 -0.768 0.27
H -1.760 -0.296 -6.120 0.44
H 2.492 4.022 5.168 0.44
H -6.801 -2.467 -0.659 0.44
H 2.698 4.487 0.050 0.50
H 1.471 -0.413 5.927 0.49
H 4.162 5.327 -1.745 0.48
H -2.127 1.638 -4.609 0.50
H 0.114 4.255 4.542 0.48
H 3.658 0.148 -1.681 0.51
H 3.325 -0.474 4.277 0.52
H -0.885 -0.310 5.096 0.51
H -1.280 -0.245 2.660 0.35
H -4.137 3.201 -0.416 0.45
H 5.872 -0.384 -0.395 0.52
H -2.230 1.305 -2.186 0.46
H 4.107 3.061 3.557 0.49
H 0.677 -9.684 1.015 0.26
H 3.702 -6.171 -0.002 0.46
H -0.666 3.500 2.327 0.39
H -1.593 -2.578 -5.180 0.44